Entry 1:
{
  "formula": "C7H16O",
  "method": "ωB97M-V/def2-TZVPD",
  "e_tot_ha": -351.48716,
  "charge": 0,
  "e_above_lowest_kcal_mol": 41.9,
  "orbital_gap_ev": 9.88,
  "max_force_ha_per_bohr": 0.1085,
  "species": ["C", "C", "C", "O", "C", "C", "C", "C", "H", "H", "H", "H", "H", "H", "H", "H", "H", "H", "H", "H", "H", "H", "H", "H"],
  "xyz": [[1.6546, 1.1862, -0.5859], [0.8814, -0.1153, -0.5725], [1.2705, -1.1025, 0.4274], [2.7000, -1.5639, -0.2653], [-0.8499, 0.0264, 0.0723], [-1.3518, 1.3821, -0.4362], [-1.6568, -1.0856, -0.6067], [-1.0755, -0.0267, 1.5871], [2.6190, 1.0340, -1.0779], [1.8400, 1.5631, 0.4225], [1.1319, 1.9581, -1.1564], [0.7703, -0.5263, -1.5765], [0.7346, -2.0456, 0.4300], [1.5381, -0.7112, 1.4072], [3.3877, -0.9415, 0.0158], [-2.4251, 1.4982, -0.2358], [-0.8520, 2.2163, 0.0650], [-1.2102, 1.4924, -1.5147], [-2.7267, -0.9857, -0.3829], [-1.3563, -2.0812, -0.2700], [-1.5539, -1.0481, -1.6954], [-0.4644, 0.7118, 2.1133], [-2.1268, 0.1814, 1.8277], [-0.8786, -1.0165, 2.0078]],
  "forces_ev_per_angstrom": [[-0.080, -0.115, -0.053], [-4.483, 0.760, 2.012], [4.991, -1.102, -2.231], [-1.548, 0.013, 1.587], [0.999, 0.873, -1.874], [-0.198, -0.015, 0.102], [0.131, 0.035, -0.036], [0.456, -0.180, -0.020], [-0.030, -0.018, 0.084], [-0.042, 0.018, 0.013], [0.033, -0.091, 0.100], [-0.073, -0.137, 0.250], [-0.074, 0.196, 0.139], [-0.310, -0.085, -0.025], [-0.401, -0.165, 0.096], [0.079, -0.070, -0.011], [0.041, -0.089, -0.064], [0.039, -0.031, 0.055], [0.138, 0.063, 0.065], [0.031, 0.032, -0.036], [0.031, 0.003, 0.101], [-0.026, -0.059, 0.023], [0.142, 0.102, -0.262], [0.153, 0.065, -0.018]],
  "mulliken_charge": [-1.592, 0.741, -0.666, -0.618, 1.646, -1.928, -1.673, -1.774, 0.455, 0.291, 0.411, 0.224, 0.309, 0.283, 0.276, 0.470, 0.400, 0.360, 0.440, 0.316, 0.411, 0.363, 0.466, 0.388]
}

Entry 2:
{
  "formula": "C4H4N2",
  "method": "ωB97M-V/def2-TZVPD",
  "e_tot_ha": -264.22566,
  "charge": 0,
  "e_above_lowest_kcal_mol": 63.2,
  "orbital_gap_ev": 8.77,
  "max_force_ha_per_bohr": 0.1621,
  "species": ["H", "N", "C", "C", "C", "C", "N", "H", "H", "H"],
  "xyz": [[-1.8619, 1.0546, -1.0761], [-1.9114, 0.2720, -0.6089], [-0.6182, -0.0130, -0.4721], [-0.2146, -1.1823, 0.4133], [1.0132, -0.6757, 0.8201], [1.3395, 0.5220, 0.2885], [0.4685, 0.9889, -0.5720], [-1.0017, -1.8832, 0.8150], [1.7557, -1.1314, 1.6286], [2.0892, 1.2285, 0.6003]],
  "forces_ev_per_angstrom": [[-0.529, 6.084, -3.139], [4.169, -6.063, 2.382], [-3.105, 0.234, 1.246], [1.075, 2.608, 0.109], [0.057, -6.953, 4.599], [-1.037, 4.528, -3.050], [-0.982, -1.348, 0.201], [1.607, 0.574, -0.632], [-1.952, 0.716, -1.745], [0.697, -0.380, 0.030]],
  "mulliken_charge": [0.300, -0.569, 0.608, -0.457, -0.055, -0.264, -0.532, 0.337, 0.233, 0.399]
}

Entry 3:
{
  "formula": "C20H24BrNO4",
  "method": "ωB97M-V/def2-TZVPD",
  "e_tot_ha": -3706.17743,
  "charge": 0,
  "e_above_lowest_kcal_mol": 62.2,
  "orbital_gap_ev": 9.45,
  "max_force_ha_per_bohr": 0.0118,
  "species": ["C", "C", "C", "N", "C", "O", "C", "C", "C", "C", "C", "C", "C", "Br", "C", "C", "C", "C", "C", "C", "O", "C", "O", "C", "C", "O", "H", "H", "H", "H", "H", "H", "H", "H", "H", "H", "H", "H", "H", "H", "H", "H", "H", "H", "H", "H", "H", "H", "H", "H"],
  "xyz": [[-5.8830, -3.2826, 2.6211], [-5.5692, -3.2944, 1.4664], [-5.1749, -3.2481, 0.0709], [-4.2741, -2.1460, -0.1894], [-3.0311, -2.3299, -0.6771], [-2.5852, -3.4116, -1.0088], [-2.2355, -1.0693, -0.7934], [-0.9807, -1.0928, -1.2401], [-0.1303, 0.1386, -1.3140], [1.2891, -0.1564, -0.9025], [2.3652, 0.2968, -1.6534], [3.6663, 0.0543, -1.2497], [3.8871, -0.6541, -0.0827], [5.6756, -0.9901, 0.4850], [2.8314, -1.1270, 0.6781], [1.5382, -0.8740, 0.2627], [-0.7268, 1.2208, -0.3945], [-0.0665, 2.5915, -0.6134], [0.7411, 3.0705, 0.5923], [-0.1706, 3.5505, 1.7176], [-0.8151, 4.7358, 1.2930], [-2.2424, 1.3057, -0.6163], [-2.7730, 2.1931, 0.3049], [-4.0187, 2.7845, -0.0390], [-3.8505, 4.0013, -0.9442], [-2.9065, 0.0598, -0.4146], [-6.1631, -3.3026, 3.6320], [-4.6365, -4.1633, -0.1995], [-6.0715, -3.1602, -0.5573], [-4.5388, -1.2209, 0.1127], [-0.5583, -2.0396, -1.5336], [-0.1277, 0.5107, -2.3473], [2.1938, 0.8428, -2.5696], [4.4989, 0.4106, -1.8364], [3.0194, -1.6860, 1.5819], [0.7096, -1.2461, 0.8470], [-0.5901, 0.9050, 0.6439], [0.5904, 2.5435, -1.4828], [-0.8298, 3.3439, -0.8122], [1.3665, 3.9112, 0.2890], [1.3888, 2.2724, 0.9594], [-0.9153, 2.7799, 1.9489], [0.4266, 3.7496, 2.6202], [-1.5094, 4.9502, 1.9229], [-2.4474, 1.6251, -1.6554], [-4.4552, 3.0873, 0.9162], [-4.6742, 2.0392, -0.5040], [-3.4835, 3.7115, -1.9263], [-3.1392, 4.6926, -0.4985], [-4.8070, 4.5015, -1.0668]],
  "forces_ev_per_angstrom": [[0.087, -0.061, -0.478], [-0.102, 0.036, 0.411], [0.118, -0.141, -0.459], [-0.371, 0.234, 0.145], [-0.025, -0.043, -0.081], [0.095, -0.083, -0.008], [0.520, 0.147, -0.272], [-0.300, 0.099, 0.022], [-0.251, 0.038, 0.224], [0.070, 0.026, -0.130], [-0.104, -0.045, 0.074], [0.183, -0.046, 0.105], [0.235, -0.013, 0.031], [-0.210, 0.034, -0.066], [0.120, -0.003, 0.048], [0.036, 0.067, -0.094], [-0.385, 0.130, -0.294], [0.036, -0.087, 0.154], [-0.409, 0.222, 0.069], [0.419, -0.377, 0.187], [-0.199, 0.309, -0.142], [0.367, 0.327, -0.065], [0.262, -0.134, -0.070], [-0.178, 0.233, -0.122], [0.097, -0.354, 0.250], [-0.013, -0.291, 0.127], [-0.144, 0.010, 0.558], [-0.167, 0.142, -0.044], [0.187, -0.119, 0.056], [0.075, -0.055, -0.039], [-0.077, -0.184, 0.001], [0.054, 0.033, 0.081], [-0.060, 0.060, -0.097], [0.067, 0.015, -0.030], [0.025, -0.039, 0.058], [-0.109, -0.056, 0.080], [-0.011, -0.073, 0.024], [-0.028, 0.010, -0.074], [-0.007, 0.040, -0.119], [0.119, 0.004, 0.060], [0.066, -0.014, 0.018], [0.074, 0.019, 0.047], [-0.082, -0.079, -0.111], [0.038, -0.005, -0.036], [-0.031, -0.057, 0.177], [-0.052, -0.081, -0.126], [0.007, 0.030, 0.103], [0.023, 0.023, -0.113], [0.056, 0.083, 0.023], [-0.117, 0.072, -0.061]],
  "mulliken_charge": [0.249, -0.439, -0.965, -0.114, 0.067, -0.706, 0.286, -1.114, 0.687, 0.072, -0.193, -0.659, 0.040, -0.202, -0.816, -0.103, 0.612, -1.043, -0.797, -0.445, -0.553, -0.570, -0.321, -0.230, -1.168, -0.477, 0.411, 0.363, 0.317, 0.261, 0.529, 0.584, 0.401, 0.429, 0.431, 0.436, 0.218, 0.423, 0.483, 0.434, 0.339, 0.259, 0.406, 0.314, 0.272, 0.378, 0.259, 0.288, 0.230, 0.439]
}

Entry 4:
{
  "formula": "C6H5EuNO5",
  "method": "ωB97M-V/def2-TZVPD",
  "e_tot_ha": -1372.34054,
  "charge": 2,
  "e_above_lowest_kcal_mol": 16.9,
  "orbital_gap_ev": [8.98, 9.78],
  "s_squared": 15.76,
  "max_force_ha_per_bohr": 0.1071,
  "multiplicity": 8,
  "species": ["O", "C", "Eu", "O", "C", "C", "O", "C", "O", "C", "C", "N", "O", "H", "H", "H", "H", "H"],
  "xyz": [[1.0712, -1.0056, -3.2339], [0.5986, -0.0970, -2.7075], [-1.0299, 1.5307, -1.3416], [0.0052, -4.0093, -1.0797], [0.0343, -2.9472, -1.5006], [-2.2109, -0.2017, -3.0969], [-2.6896, -1.0866, -3.6666], [-2.2991, -0.7464, -0.7390], [-2.8858, -1.7342, -0.6894], [1.6661, 2.0010, 1.6922], [0.6967, 0.8656, 1.6083], [0.4811, 0.1630, 2.7393], [0.0909, 0.5659, 0.5362], [1.9401, 2.2186, 2.7387], [1.1923, 2.9041, 1.2697], [2.5737, 1.7587, 1.1068], [-0.1184, -0.6597, 2.7632], [0.8834, 0.4800, 3.6007]],
  "forces_ev_per_angstrom": [[-1.645, 3.901, 1.863], [2.313, -3.886, -2.322], [0.331, 0.309, 0.715], [0.139, 2.576, -1.069], [-0.280, -2.869, 1.304], [-2.313, -3.608, -3.462], [2.012, 3.696, 2.236], [-2.519, -4.027, 0.960], [2.116, 3.470, 0.070], [0.073, 0.340, 0.089], [-0.431, -0.992, 1.306], [-0.092, 0.484, -1.564], [0.029, 0.581, -0.104], [0.012, -0.084, -0.575], [0.293, -0.296, 0.114], [-0.432, 0.122, 0.301], [0.181, 0.368, -0.108], [0.213, -0.083, 0.245]],
  "mulliken_charge": [-0.041, 0.163, 1.585, -0.135, 0.144, 0.076, -0.060, 0.193, -0.056, -0.987, 0.710, -0.327, -0.638, 0.352, 0.272, 0.284, 0.247, 0.217]
}